148
Properties=species:S:1:pos:R:3:forces:R:3 method="wB97M-V/def2-TZVPD" spin_multiplicity=1 max_force_ev_per_a=9.4 total_charge=+7 homo_energy_ev=-12.58
O 5.254157 3.343602 4.623199 -0.1 3.8 7.3
O -0.745361 -4.756855 -10.473887 0.4 0.1 -0.3
O 2.810864 2.860498 9.978641 2.4 -1.3 2.2
O -10.059992 5.747274 -3.501741 -1.7 -1.6 0.0
O 3.824090 -9.750467 8.846274 1.0 -0.7 -0.8
O 1.684998 3.756847 8.588407 -3.8 2.7 -3.3
O 11.410065 -2.471300 -0.645155 0.3 -0.2 1.2
O -4.562787 3.246354 9.652534 -0.7 2.8 3.7
O 3.741326 3.322572 8.051254 -0.1 0.6 0.1
O -9.238303 -5.575841 -3.671197 -0.2 0.5 -0.1
O 0.888614 4.481475 -5.079029 0.3 0.7 0.3
N -0.474375 -2.222706 -11.183595 -1.3 0.0 -1.6
N 2.976126 5.541310 -5.949113 -0.8 -0.1 -0.1
N -10.988406 -4.454659 -5.394259 0.7 0.6 0.0
N 2.771204 3.339929 8.877285 1.3 -1.5 0.6
N 1.498181 -9.354050 7.911131 0.1 -1.4 -0.2
N 6.282624 5.144857 6.440011 2.3 -0.5 1.7
N 14.034035 -2.953834 -0.093275 -1.7 -0.2 0.7
N -0.659209 3.269048 10.136352 0.5 -0.6 -0.4
N -9.495972 8.098859 -4.139452 1.8 0.6 1.6
C 5.919158 6.368769 4.279947 0.0 -1.6 0.4
C -7.538924 6.796326 -3.357143 0.2 0.9 0.0
C 1.932960 5.144296 -7.018871 0.8 -0.3 -0.8
C -11.099424 4.694534 -3.561643 0.6 0.3 1.0
C -2.293530 5.291131 9.911311 1.8 0.1 -1.8
C -1.922732 -2.435551 -9.143778 -1.4 1.6 -0.9
C 2.524048 -8.570246 7.130014 0.1 -0.3 0.6
C 13.667992 -3.886846 2.213003 -0.5 0.9 -0.6
C 10.960603 -1.114256 -0.900404 1.8 -0.5 1.5
C -9.416600 5.888186 -4.723511 0.6 -1.9 -0.8
C 0.048552 -3.948746 -9.682184 2.3 0.5 0.3
C 3.667661 -8.542057 8.172891 0.9 2.3 -0.2
C -2.072218 3.822643 10.261441 1.0 1.5 -0.4
C -2.915327 2.926276 9.429199 -3.0 -3.1 3.4
C -10.002057 -4.540511 -3.170611 -1.5 0.8 1.6
C -8.030167 -5.902225 -2.992760 -0.2 -2.5 -0.7
C 1.838345 -7.338303 6.518503 -0.5 0.3 0.8
C 2.571417 4.634208 -8.347807 -0.6 1.1 0.4
C 4.689709 -10.780125 8.214306 -1.5 0.3 -1.3
C -5.515782 2.790935 9.012909 0.3 -0.8 -3.4
C -10.449215 -3.534821 -4.200230 0.4 -1.6 -1.6
C 12.997748 -3.558278 0.850920 -0.6 1.5 0.5
C 0.347077 3.536832 -4.180753 -1.4 -0.5 -0.3
C -11.399859 -2.495491 -3.635266 0.5 -1.5 -1.3
C 11.751697 -2.609991 0.766537 1.1 0.3 -0.6
C 5.250931 5.598391 5.479546 -0.4 2.9 -1.6
C -8.495603 7.029471 -4.515156 -0.5 0.3 0.2
C -0.135530 -6.050872 -10.719075 -0.3 0.8 1.2
C 5.125746 2.923219 3.524020 -0.2 -4.5 -8.3
C -0.545103 -2.569246 -9.723249 0.8 0.5 0.3
C 0.990520 4.126785 -6.445205 -1.1 0.2 0.0
C 4.270598 4.549806 5.104073 -0.8 -2.1 -0.8
H 13.121987 -4.666048 2.779230 0.3 0.6 -0.3
H 7.118355 5.815323 6.535192 -1.5 -0.9 -0.5
H 14.484672 -3.689332 -0.595519 0.4 -0.4 -0.9
H 3.729691 4.125108 6.057035 0.6 0.4 -1.8
H 5.488513 7.269626 3.880990 -0.4 0.8 1.0
H 0.931463 -5.912189 -10.536113 -0.1 -0.7 -0.2
H 14.665289 -4.262903 1.969816 0.0 -0.2 0.3
H 13.554300 -2.269277 -0.688168 0.3 -0.3 -0.3
H -6.849808 6.063506 -3.760001 0.6 0.0 0.4
H -9.494726 -3.864511 -2.464998 0.3 -0.7 0.3
H -8.051751 7.325511 -5.479260 0.2 0.0 0.6
H 6.932733 6.457846 4.579385 1.1 0.9 -0.2
H -7.786438 -0.766603 -6.424245 -0.1 -0.2 0.2
H 0.481298 -2.056123 -11.520850 -0.2 0.1 0.3
H -2.415754 -1.465251 -9.587789 0.7 -1.7 1.2
H 4.689378 6.404408 5.968162 -0.1 -0.4 0.4
H -11.578271 -1.737401 -4.382337 -0.2 0.4 0.2
H 3.614808 6.155062 -6.455652 0.6 -0.2 0.4
H 11.868279 -0.450276 -0.970444 -0.8 -0.4 -0.3
H 4.791277 -11.518968 9.024234 0.3 0.2 -0.7
H 6.718154 4.195608 6.264968 -0.8 1.1 -0.2
H 4.502371 -8.128528 7.617598 0.9 -0.8 -0.2
H -9.634193 8.156592 -3.102384 -0.1 -0.1 -1.2
H 0.029017 4.343951 -7.049324 1.0 -1.0 1.1
H -0.626926 -6.777829 -10.076586 0.4 -0.1 0.2
H 1.373642 -6.645409 7.253387 -0.4 -1.1 0.1
H -11.301172 4.425111 -2.502557 -0.2 0.4 -0.9
H 3.613945 4.829463 4.112439 1.6 -0.7 2.8
H 5.661266 -10.353108 7.817037 -1.2 -0.4 0.8
H -0.362071 2.544369 10.854236 -0.7 0.6 -1.0
H -10.406593 -5.312374 -5.453350 -0.4 0.2 0.7
H -0.807073 -3.046092 -11.741682 0.0 0.5 0.5
H -9.555048 -3.107113 -4.650327 -0.1 0.4 -0.1
H 1.398063 6.070272 -7.148340 -0.2 0.3 -0.3
H -10.830226 -2.163152 -2.803140 0.2 1.0 0.8
H -1.991687 -2.436181 -8.024716 0.4 0.1 -1.1
H 4.068262 -11.195865 7.317465 1.4 0.3 1.5
H 14.687404 -2.564583 0.523066 1.6 1.4 0.6
H 1.011130 2.704229 -4.003667 0.7 -0.1 0.2
H -2.176425 5.533372 8.825331 0.6 -0.4 0.7
H -1.797492 6.067416 10.502207 0.1 -0.5 0.1
H -3.236812 2.008327 10.036490 1.9 0.5 -1.6
H -6.690974 2.654898 9.164933 2.8 0.4 0.6
H 0.057498 4.010825 -3.193628 0.2 -0.4 -1.5
H 3.129274 5.419222 -8.875969 0.0 -0.2 0.3
H 0.793041 -8.770557 8.354155 0.0 0.1 0.0
H -7.757123 -6.788550 -3.654739 0.5 1.0 1.4
H -0.376767 -6.284958 -11.713218 0.0 -0.4 -1.4
H -0.323427 -0.884613 13.398877 -0.1 0.2 -0.3
H 0.136968 -4.309514 -8.647234 0.0 0.0 -0.1
H 5.935432 5.073349 7.416578 -0.4 -0.1 -0.4
H 10.951584 -3.048265 1.398611 0.2 0.5 -0.5
H -8.799628 5.029223 -5.043487 -0.2 -0.2 0.4
H -2.160459 3.726627 11.299775 -1.4 -0.4 1.5
H -11.984806 4.965606 -4.147983 0.1 0.5 0.4
H 4.292849 3.215370 2.908402 -0.4 0.3 -0.3
H 0.116821 3.924088 10.102141 0.5 0.9 0.2
H -10.722342 3.814611 -4.053523 0.6 -0.4 -0.1
H 10.468565 -0.813823 0.039223 -0.7 0.3 -1.0
H 5.952430 5.814819 3.370340 0.1 -1.2 -0.6
H 2.497937 6.088346 -5.186576 0.5 -0.8 -0.9
H 10.421656 -1.174068 -1.819188 -0.6 0.4 -0.3
H 2.076378 -9.869158 8.660430 -0.6 0.3 -0.8
H 1.045743 -10.037819 7.296053 -0.2 0.1 0.5
H 3.203349 3.780002 -8.161129 0.2 -0.3 0.0
H 12.738938 -4.415318 0.331890 -0.8 -2.0 -0.7
H -1.070977 -1.405758 -11.428057 0.5 -0.6 0.1
H -3.316001 5.428488 9.979401 -2.3 0.4 0.8
H -2.483442 -3.283872 -9.520393 -0.5 0.0 0.1
H 2.491524 -6.587478 6.144658 1.2 0.0 -1.0
H -0.595583 2.907440 9.191285 0.6 -0.8 -0.1
H -7.033210 7.773738 -3.093812 -0.2 -1.3 -0.2
H 1.108481 -7.630728 5.731338 0.5 0.2 0.6
H -10.314473 7.795666 -4.591195 -1.9 0.4 -0.5
H -0.484231 3.060406 -4.734805 -0.3 0.3 0.9
H -10.144027 5.981157 -5.545899 0.1 0.6 0.0
H -7.289200 -5.128422 -3.055607 0.3 0.5 -0.1
H 2.955279 -9.218033 6.335089 -0.8 0.2 0.3
H -4.990001 2.559005 8.060343 -2.1 -0.8 -0.7
H 5.777919 2.079848 3.026683 -0.9 1.7 1.6
H -12.289115 -2.970051 -3.258071 -0.6 0.0 0.0
H -8.156176 -6.230689 -1.920793 -0.2 0.3 -1.1
H -10.777916 -4.034249 -6.302815 -0.5 0.5 0.1
H -10.933541 -4.934020 -2.665635 0.9 0.2 -0.2
H -11.984738 -4.678671 -5.315114 0.2 0.0 -0.1
H 1.175387 -3.782122 -10.065854 -2.1 -0.9 0.5
H 1.767808 4.350705 -9.048246 0.2 0.0 0.5
H 13.781080 -2.937491 2.787369 -0.1 -0.8 -0.1
H 12.027234 -1.559752 1.047062 -0.1 -1.0 0.7
H -8.037417 6.368258 -2.456855 0.2 0.4 -0.8
H -9.134988 8.959424 -4.497741 -0.3 1.1 -0.1
H 3.634947 -7.798994 8.970730 -1.0 0.2 0.0
H 1.352764 3.080730 -6.555481 -0.3 0.5 -0.1
H -2.899555 2.898548 8.379340 0.6 -0.1 -1.3
H 3.408466 4.694760 -5.530697 0.0 0.9 -0.4
H 0.143361 -1.841325 -9.333141 0.3 0.1 0.8